Density functional theory data (wB97M-V/def2-TZVPD) for a structure of composition C25H32Br33N2O3 at a distorted geometry.

Geometry as XYZ:
```
95
C25H32Br33N2O3, DFT wB97M-V/def2-TZVPD
C -2.00477 -2.18496 1.11788
O -1.48830 -3.38912 1.73997
C -0.12439 -3.18351 2.18638
C 0.45889 -4.52336 2.84849
C 0.85628 -5.68590 1.80861
C -0.35886 -6.61350 1.30759
C -1.05497 -6.13957 -0.06621
C -0.03474 -5.71184 -1.22886
C 0.03680 -4.09725 -1.46548
C 0.50550 -3.75528 -2.96736
C 1.84918 -2.88638 -3.05029
C 1.59748 -1.38880 -2.50397
N 1.71674 -0.29828 -2.02468
C 3.13980 -3.58324 -2.39051
C 3.04708 -5.19478 -2.39421
N 3.03541 -6.38897 -2.43247
C 3.55053 -2.98515 -0.94805
O 4.55271 -2.18196 -0.90049
O 2.93264 -3.30406 0.24138
H -2.39557 -2.33715 0.05698
H -2.90852 -1.85645 1.76359
H -1.19878 -1.38091 1.21650
H -0.18043 -2.39378 3.03723
H 0.58192 -2.75724 1.39537
H -0.21587 -4.91159 3.70623
H 1.44367 -4.21388 3.36901
H 1.58053 -6.38855 2.37894
H 1.47645 -5.20759 0.97785
H -0.01113 -7.69644 1.22142
H -1.16947 -6.56863 2.14765
H -1.63460 -7.06018 -0.46892
H -1.83198 -5.31052 0.04247
H 0.98398 -6.16155 -0.97043
H -0.37978 -6.14644 -2.23551
H 0.63275 -3.55163 -0.65960
H -1.05891 -3.73339 -1.36949
H -0.33979 -3.15562 -3.48062
H 0.60154 -4.73342 -3.54659
H 2.08840 -2.74615 -4.17165
H 4.02861 -3.34687 -3.08954
C -2.49929 1.85540 -0.75800
Br -0.75161 1.03945 -0.97764
Br -3.82251 0.58692 -0.12695
Br -2.42549 3.43579 0.36608
H -2.82126 2.18408 -1.74566
C 1.18698 2.86236 -3.85421
Br 2.39502 2.77926 -5.36947
Br 1.33605 4.54743 -2.90405
Br -0.64366 2.48707 -4.37169
H 1.48967 2.07687 -3.16085
C -3.70141 5.62682 3.57355
Br -3.32966 3.86467 4.29298
Br -2.32362 6.20517 2.33631
Br -5.46823 5.72442 2.77897
H -3.68954 6.32214 4.41111
C -4.13113 -5.01590 3.86944
Br -3.95305 -5.88356 2.14646
Br -5.79131 -4.02090 4.00861
Br -3.91624 -6.26972 5.33437
H -3.31909 -4.29343 3.94625
C -7.45234 6.37139 -0.85174
Br -5.69315 5.61030 -1.14807
Br -8.70872 5.04930 -0.19044
Br -7.37734 7.93178 0.29739
H -7.82192 6.70638 -1.81990
C -2.57015 6.16551 -4.73312
Br -2.31881 5.27382 -6.43716
Br -4.18170 7.24372 -4.71074
Br -2.52517 4.91819 -3.25046
H -1.72957 6.84588 -4.60332
C 4.54835 -2.52556 4.19154
Br 6.16376 -2.01855 5.14048
Br 4.51847 -4.41858 3.78101
Br 2.94995 -1.96662 5.13808
H 4.55766 -1.99397 3.24026
C 9.67188 -0.59431 3.70280
Br 8.90745 0.66544 4.96536
Br 8.63185 -0.69760 2.07007
Br 11.54028 -0.21191 3.34658
H 9.63106 -1.57729 4.16957
C -5.95240 10.55261 -2.78491
Br -4.58027 9.45089 -1.97312
Br -7.66013 9.63490 -2.84303
Br -6.09196 12.28628 -1.92606
H -5.65075 10.73130 -3.81576
C 0.07923 7.31880 -8.83615
Br 1.60718 7.33427 -10.03068
Br 0.54531 7.94861 -7.06267
Br -1.42463 8.29554 -9.57540
H -0.23445 6.28104 -8.73299
C 6.52949 0.46878 8.14071
Br 7.87550 -0.42215 9.21659
Br 4.77570 -0.32075 8.38155
Br 6.50859 2.38347 8.45218
H 6.80513 0.31867 7.09735
```

Properties
E_HOMO (eV): -5.5
Net charge: -1
HOMO-LUMO gap (eV): 6.138
LUMO energy (eV): 0.64
Electronic energy (Eh): -86249.3050
Multiplicity: 1

Results of the Mulliken charge analysis, in e, for atoms 1 through 5: number 1, C, carries -0.639; number 2, O, carries -0.088; number 3, C, carries -0.424; number 4, C, carries -0.324; number 5, C, carries -0.054

Density functional theory data (wB97M-V/def2-TZVPD) for a cluster of 2 separate species, C25H32BrN4O4PS in total at a distorted geometry.

Geometry as XYZ:
```
68
C25H32BrN4O4PS, DFT wB97M-V/def2-TZVPD
C -2.21823 -1.15872 1.85755
C -0.90175 -0.52548 1.53131
C -0.41404 -0.59761 0.22692
C 0.80158 -0.00349 -0.11453
C 1.53477 0.63801 0.89100
S 3.12236 1.33299 0.54087
O 3.52176 0.96731 -0.79330
O 3.19606 2.70261 0.98889
N 4.03137 0.51683 1.73613
C 4.41317 -0.83317 1.69693
C 3.89704 -1.89661 0.95812
C 4.25234 -3.19890 1.32459
C 5.15767 -3.42280 2.37831
C 5.75804 -2.35994 3.05400
Br 6.90191 -2.58433 4.54415
C 5.42853 -1.03368 2.70278
C 5.76420 0.23750 3.19846
N 6.79682 0.63352 4.07805
O 7.95993 0.25756 3.75530
O 6.55022 1.33333 5.09048
C 5.07197 1.26737 2.40548
C 1.05065 0.74198 2.19565
C -0.16537 0.14172 2.51407
H -2.47714 -0.99460 2.90485
H -3.01177 -0.73869 1.23108
H -2.19183 -2.23551 1.65994
H -0.98504 -1.12709 -0.53447
H 1.19457 -0.06865 -1.12166
H 3.21487 -1.69648 0.12936
H 3.80458 -4.04984 0.81928
H 5.39412 -4.42509 2.69958
H 4.75999 2.20435 2.89755
H 1.62207 1.25686 2.95653
H -0.54230 0.19579 3.53258
C 4.31399 4.44739 -1.98262
C 5.39721 5.06405 -1.10036
C 6.12380 6.19493 -1.82154
C 4.76854 5.54073 0.20297
N 6.46534 4.09657 -0.77210
P 7.77243 4.58441 0.21735
H 5.78838 1.51769 1.65935
N 8.34660 2.97350 0.03420
C 9.61043 2.56519 0.67728
C 9.94872 1.09403 0.42305
C 9.48898 2.77911 2.18019
C 10.66298 3.48607 0.06738
C 8.03662 2.53508 -1.23953
C 6.92757 3.19442 -1.71459
H 3.83460 3.57432 -1.51774
H 3.53444 5.20944 -2.12558
H 4.68041 4.18390 -2.98515
H 6.95080 6.55510 -1.18907
H 6.54702 5.80486 -2.75740
H 5.42890 7.01145 -2.03115
H 5.51849 5.93237 0.90052
H 4.06720 6.34949 -0.04347
H 4.19620 4.72939 0.67306
H 10.07547 0.84904 -0.64107
H 10.91539 0.90261 0.90922
H 9.22519 0.40407 0.88419
H 9.16404 3.79428 2.43361
H 8.82077 2.03955 2.64558
H 10.48551 2.61725 2.61021
H 10.35891 4.53462 0.21337
H 11.62607 3.30234 0.54915
H 10.73332 3.28741 -1.01144
H 8.64143 1.81007 -1.75854
H 6.47341 3.09375 -2.68491
```

Properties
E_HOMO (eV): -5.0
HOMO-LUMO gap (eV): 2.589
LUMO energy (eV): -2.38
Electronic energy (Eh): -4805.1549
ΔE to the lowest compared entry with this formula, charge and spin (kJ/mol): 87.5
Multiplicity: 1

Results of the natural (NBO) charge analysis, in e, for atoms 1 through 5: number 1, C, carries -0.633; number 2, C, carries -0.001; number 3, C, carries -0.172; number 4, C, carries -0.178; number 5, C, carries -0.366